Entry 1:
Here is 2 unconnected molecules or ions with the total composition C5H14OS from the OMol25 dataset. Energies are from ωB97M-V/def2-TZVPD.

```
21
Properties=species:S:1:pos:R:3:forces:R:3:lowdin_charge:R:1
C -2.1090 -0.4765 0.9917 0.16 3.01 4.16 -0.092
C -1.0392 0.6840 0.9341 2.45 -2.57 1.83 -0.251
C -0.1169 0.2839 -0.2356 0.48 -2.84 -1.27 -0.309
C 0.9456 1.0184 -1.0581 -1.97 2.29 0.87 -0.542
S 1.7802 0.1319 -2.3853 -0.01 0.16 -0.03 0.278
C 0.9680 -1.4379 -2.1604 0.34 -1.99 -1.56 -0.510
H -2.1067 -1.0198 0.1743 0.20 -2.56 -4.22 -0.014
H -2.0257 -1.1974 1.8242 0.41 0.57 -0.08 0.075
H -3.0889 -0.0681 1.0795 -0.95 0.43 0.14 0.047
H -0.3659 0.4837 1.8799 -1.72 0.94 -1.60 0.080
H -1.3575 1.7039 0.9600 -0.62 0.44 -0.16 0.048
H -0.7802 -0.1185 -1.0409 0.17 0.31 0.86 0.077
H 0.4492 -0.6536 0.1444 -1.12 1.15 -0.47 0.112
H 0.4946 1.9807 -1.3741 -0.08 -0.59 -0.77 0.064
H 1.6371 1.4341 -0.4076 1.95 0.27 1.39 0.012
H 1.2703 -1.9800 -1.2403 -0.02 0.24 -0.65 0.026
H 1.2641 -2.0599 -3.0934 -0.50 0.91 1.67 0.037
H -0.1205 -1.3202 -2.1605 0.31 -0.31 -0.25 0.003
H 1.5380 0.1375 2.0266 -0.83 -0.31 -0.37 -0.009
H 1.0141 1.5276 2.6725 -0.45 -0.39 -0.35 -0.003
O 1.7493 0.9463 2.4691 1.80 0.83 0.86 -0.128
```
Positions in Å, forces in eV/Å.

Output
* highest occupied orbital energy (alpha / beta): 1.318 / -5.056 eV
* <S²>: 0.751
* charge: -1
* Kohn-Sham gap (alpha / beta): 1.854 / 8.389 eV
* ΔE to the lowest compared entry with this formula, charge and spin: 43.1 kcal per mole
* multiplicity: 2

***

Entry 2:
Here is 2 unconnected molecules or ions with the total composition C8H18O from the OMol25 dataset. Energies are from ωB97M-V/def2-TZVPD.

```
27
Properties=species:S:1:pos:R:3:forces:R:3:lowdin_charge:R:1
C 0.3561 1.8241 -1.1073 2.20 0.63 2.85 -0.383
C 1.1861 2.4380 0.4666 -0.61 1.97 -3.37 -0.090
C 1.3805 1.0010 -1.8354 -0.08 -0.17 -0.21 -0.062
O -0.8031 1.2001 -0.8001 -0.86 -0.78 0.02 -0.045
H -0.6445 0.2554 -0.5738 0.04 0.52 -0.14 0.052
H 0.1216 2.7779 -1.5817 0.10 -0.07 0.09 0.126
H 1.7789 0.2250 -1.1805 0.04 0.05 -0.04 0.065
H 1.7151 3.2502 -0.0338 -0.14 0.62 -0.23 0.040
H 2.0321 2.1264 1.0796 -0.46 -0.88 0.08 0.052
H 0.3541 2.9216 0.9743 0.17 -0.23 0.51 0.059
H 0.9257 0.5045 -2.6960 0.00 0.05 -0.08 0.086
H 2.1962 1.6301 -2.1855 0.08 -0.01 0.03 0.082
C -1.4909 -2.6658 -0.6032 0.07 0.02 -0.08 -0.067
C -2.0349 -0.9873 1.2382 -0.08 0.20 0.00 -0.056
C 0.9401 -0.3724 1.3840 0.13 3.69 -0.03 -0.116
C -0.9950 -1.6125 0.3466 0.60 -0.31 0.43 -0.377
C 0.3223 -1.3572 0.4942 -0.84 -0.36 -0.74 -0.182
H 1.0088 -1.9130 -0.1385 -0.08 -0.03 -0.13 0.106
H -1.9509 -3.4950 -0.0570 -0.02 0.05 0.00 0.083
H -0.6837 -3.0700 -1.2140 0.01 0.00 0.01 0.074
H -2.2552 -2.2591 -1.2708 0.00 -0.01 0.02 0.081
H -1.9592 -1.3884 2.2529 -0.02 0.00 -0.02 0.088
H -3.0451 -1.1796 0.8743 0.05 -0.07 0.00 0.078
H -1.9256 0.0957 1.3085 0.11 0.03 0.03 0.078
H 2.0229 -0.4391 1.3971 0.21 -0.33 0.03 0.065
H 0.8497 0.9034 1.0460 -0.42 -4.53 0.87 0.090
H 0.5980 -0.4139 2.4152 -0.19 -0.04 0.11 0.072
```
Positions in Å, forces in eV/Å.

Output
* highest occupied orbital energy: -8.427 eV
* structure (SMILES): CC=C(C)C.CC(C)O
* charge: 0
* Kohn-Sham gap: 9.383 eV
* ΔE to the lowest compared entry with this formula, charge and spin: 77.3 kcal per mole
* multiplicity: 1

***

Entry 3:
Here is a single C4H6N2O molecule from the OMol25 dataset. Energies are from ωB97M-V/def2-TZVPD.

```
13
Properties=species:S:1:pos:R:3:forces:R:3:lowdin_charge:R:1
C 1.0892 0.0450 0.0123 2.50 -2.72 2.03 -0.415
C 0.1006 -1.2510 0.2872 1.48 0.09 -0.37 -0.075
C -1.8375 0.1798 -0.0916 2.31 0.09 -0.83 -0.198
C -0.9635 1.1618 -0.0430 0.36 4.99 -0.14 -0.082
H 2.6051 -0.9140 -0.5138 0.79 -2.97 -1.03 -0.014
H 0.3895 -1.7750 1.3207 -0.95 1.59 -2.06 0.165
H 0.2885 -1.9796 -0.5086 0.38 -0.04 0.30 0.108
H -2.8109 0.1712 -0.5641 0.03 0.15 0.22 0.126
H -1.2488 2.2154 -0.6153 0.94 -2.73 2.12 0.148
H 0.8126 2.0844 0.1812 0.02 -3.03 2.17 0.170
N 2.3857 -0.0182 -0.2601 -4.71 3.13 1.12 0.129
N 0.5016 1.1069 0.6893 -3.00 4.03 -5.14 0.048
O -1.3119 -1.0266 0.1060 -0.16 -2.59 1.61 -0.110
```
Positions in Å, forces in eV/Å.

Output
* highest occupied orbital energy: -8.896 eV
* structure (SMILES): [H]/N=C1\COC=CN1
* charge: 0
* Kohn-Sham gap: 9.628 eV
* ΔE to the lowest compared entry with this formula, charge and spin: 104.6 kcal per mole
* multiplicity: 1

***

What is the charge in the third record? 0

***

Copy entry 1 word for word.
Here is 2 unconnected molecules or ions with the total composition C5H14OS from the OMol25 dataset. Energies are from ωB97M-V/def2-TZVPD.

```
21
Properties=species:S:1:pos:R:3:forces:R:3:lowdin_charge:R:1
C -2.1090 -0.4765 0.9917 0.16 3.01 4.16 -0.092
C -1.0392 0.6840 0.9341 2.45 -2.57 1.83 -0.251
C -0.1169 0.2839 -0.2356 0.48 -2.84 -1.27 -0.309
C 0.9456 1.0184 -1.0581 -1.97 2.29 0.87 -0.542
S 1.7802 0.1319 -2.3853 -0.01 0.16 -0.03 0.278
C 0.9680 -1.4379 -2.1604 0.34 -1.99 -1.56 -0.510
H -2.1067 -1.0198 0.1743 0.20 -2.56 -4.22 -0.014
H -2.0257 -1.1974 1.8242 0.41 0.57 -0.08 0.075
H -3.0889 -0.0681 1.0795 -0.95 0.43 0.14 0.047
H -0.3659 0.4837 1.8799 -1.72 0.94 -1.60 0.080
H -1.3575 1.7039 0.9600 -0.62 0.44 -0.16 0.048
H -0.7802 -0.1185 -1.0409 0.17 0.31 0.86 0.077
H 0.4492 -0.6536 0.1444 -1.12 1.15 -0.47 0.112
H 0.4946 1.9807 -1.3741 -0.08 -0.59 -0.77 0.064
H 1.6371 1.4341 -0.4076 1.95 0.27 1.39 0.012
H 1.2703 -1.9800 -1.2403 -0.02 0.24 -0.65 0.026
H 1.2641 -2.0599 -3.0934 -0.50 0.91 1.67 0.037
H -0.1205 -1.3202 -2.1605 0.31 -0.31 -0.25 0.003
H 1.5380 0.1375 2.0266 -0.83 -0.31 -0.37 -0.009
H 1.0141 1.5276 2.6725 -0.45 -0.39 -0.35 -0.003
O 1.7493 0.9463 2.4691 1.80 0.83 0.86 -0.128
```
Positions in Å, forces in eV/Å.

Output
* highest occupied orbital energy (alpha / beta): 1.318 / -5.056 eV
* <S²>: 0.751
* charge: -1
* Kohn-Sham gap (alpha / beta): 1.854 / 8.389 eV
* ΔE to the lowest compared entry with this formula, charge and spin: 43.1 kcal per mole
* multiplicity: 2